# C2H6O

A 2-piece molecular cluster, C2H6O overall (wB97M-V/def2-TZVPD, the OMol25 dataset).

Each line ends with the Löwdin charge.
CARTESIAN COORDINATES (ANGSTROEM)
C1 0.305 1.851 -0.759  -0.14
O1 1.042 1.752 0.187  -0.02
H1 0.020 2.851 -1.137  0.08
H2 -0.096 0.940 -1.235  0.07
C2 -0.272 -1.469 0.584  -0.05
H3 -1.260 -1.830 0.312  0.02
H4 0.123 -2.038 1.429  0.02
H5 -0.271 -0.425 0.876  -0.01
H6 0.409 -1.631 -0.258  0.02

Computed properties:
LUMO in eV: 0.87
Energy relative to the best compared isomer or geometry (same formula, charge and spin) in kJ/mol: 67.7
Structure (SMILES): C=O.C
2S+1: 1